Below is a gas-phase ion, C6H10N (charge +1), with properties calculated with ωB97M-V/def2-TZVPD.

Computed properties:
Relative energy (zero: lowest compared OMol25 entry of this formula, charge and spin), kJ/mol: 297.2
HOMO-LUMO gap, eV: 11.592
Total charge: +1
Max |F|, Eh/bohr: 0.1048
LUMO level, eV: -3.12
SMILES: C=C[C@]12C[N@@+]1(C)C2

Each atom is followed by the atoms it is bonded to, with distances in Å.
Geometry (Å):
1 C -2.55541 -0.12469 -0.06722  C2 1.307, H8 1.129, H9 1.082
2 C -1.61040 0.35392 0.69773  C1 1.307, C3 1.460, H10 1.105
3 C -0.37376 0.78261 0.05156  C2 1.460, C4 1.463, N5 1.421, C7 1.505
4 C 0.87077 1.50820 0.30917  C3 1.463, N5 1.463, H11 1.155, H12 1.068
5 N 0.86361 0.09180 -0.05750  C3 1.421, C4 1.463, C6 1.380, C7 1.474
6 C 1.72427 -0.90138 0.36412  N5 1.380, H13 1.072, H14 1.156, H15 1.129
7 C 0.02715 0.17955 -1.26822  C3 1.505, N5 1.474, H16 1.152, H17 1.081
8 H -3.46104 -0.71301 0.26145  C1 1.129
9 H -2.37985 -0.11933 -1.13523  C1 1.082
10 H -1.49232 0.12590 1.77215  C2 1.105
11 H 1.01358 2.15944 -0.63347  C4 1.155
12 H 0.95630 1.76749 1.34173  C4 1.068
13 H 2.77912 -0.73903 0.26173  C6 1.072
14 H 1.44008 -1.13113 1.46070  C6 1.156
15 H 1.55647 -1.84317 -0.23549  C6 1.129
16 H -0.45362 -0.82570 -1.56061  C7 1.152
17 H 0.41299 0.89951 -1.97613  C7 1.081


Below is 6 unconnected molecules or ions with the total composition C33H82BrN5O3, with properties calculated with ωB97M-V/def2-TZVPD.

Computed properties:
Relative energy (zero: lowest compared OMol25 entry of this formula, charge and spin), kJ/mol: 332.0
HOMO-LUMO gap, eV: 8.709
Total charge: +4
Max |F|, Eh/bohr: 0.0566
LUMO level, eV: -8.44

Each atom is followed by the atoms it is bonded to, with distances in Å.
Geometry (Å):
1 C 0.67043 -5.13734 0.71922  C2 1.558, H11 1.090, H12 1.090, H13 1.090
2 C 0.62353 -3.65219 1.18639  C1 1.558, C3 1.584, H14 1.090, H15 1.090
3 C 1.21269 -2.73827 0.03463  C2 1.584, C4 1.580, H16 1.090, H17 1.090
4 C 2.76580 -2.90186 -0.20592  C3 1.580, N5 1.536, H18 1.090, H19 1.090
5 N 3.40602 -1.82091 -1.09023  C4 1.536, C6 1.535, C9 1.628, C10 1.556
6 C 4.69063 -2.32332 -1.76384  N5 1.535, C7 1.489, H20 1.090, H21 1.090
7 C 4.82893 -1.64807 -3.08399  C6 1.489, C8 1.495, H22 1.090, H23 1.090
8 C 3.55278 -0.96352 -3.45528  C7 1.495, C9 1.576, H24 1.090, H25 1.090
9 C 2.49532 -1.41809 -2.37861  N5 1.628, C8 1.576, H26 1.090, H27 1.090
10 C 3.81528 -0.53228 -0.32111  N5 1.556, H28 1.090, H29 1.090, H30 1.090
11 H 0.51079 -5.92354 1.45713  C1 1.090
12 H 1.66509 -5.32332 0.31405  C1 1.090
13 H -0.00571 -5.26192 -0.12660  C1 1.090
14 H 1.15137 -3.55830 2.13543  C2 1.090
15 H -0.41419 -3.41548 1.42133  C2 1.090
16 H 0.97418 -1.69744 0.25348  C3 1.090
17 H 0.56384 -2.86174 -0.83247  C3 1.090
18 H 2.74535 -3.81988 -0.79322  C4 1.090
19 H 3.44740 -3.06871 0.62816  C4 1.090
20 H 5.48949 -2.22107 -1.02935  C6 1.090
21 H 4.51717 -3.37034 -2.01238  C6 1.090
22 H 5.61986 -0.90530 -3.18802  C7 1.090
23 H 4.98290 -2.36663 -3.88902  C7 1.090
24 H 3.64249 0.12214 -3.49263  C8 1.090
25 H 3.25529 -1.28686 -4.45281  C8 1.090
26 H 1.78797 -0.64524 -2.07784  C9 1.090
27 H 1.99668 -2.32697 -2.71534  C9 1.090
28 H 4.34524 -0.90379 0.55595  C10 1.090
29 H 2.84897 -0.07497 -0.10848  C10 1.090
30 H 4.53092 0.05237 -0.89916  C10 1.090
31 C 1.11125 -2.86865 -7.69517  C32 1.540, H41 1.090, H42 1.090, H43 1.090
32 C -0.22596 -2.60200 -6.97891  C31 1.540, C33 1.538, H44 1.090, H45 1.090
33 C -0.48538 -3.09365 -5.54542  C32 1.538, C34 1.592, H46 1.090, H47 1.090
34 C -1.99025 -2.77108 -5.13901  C33 1.592, N35 1.569, H48 1.090, H49 1.090
35 N -2.23856 -2.90416 -3.59564  C34 1.569, C36 1.555, C39 1.578, C40 1.551
36 C -3.69563 -2.59104 -3.15130  N35 1.555, C37 1.570, H50 1.090, H51 1.090
37 C -3.73827 -1.93626 -1.72510  C36 1.570, C38 1.539, H52 1.090, H53 1.090
38 C -2.25083 -1.75121 -1.37689  C37 1.539, C39 1.578, H54 1.090, H55 1.090
39 C -1.47761 -1.81001 -2.75069  N35 1.578, C38 1.578, H56 1.090, H57 1.090
40 C -1.87193 -4.28330 -2.98850  N35 1.551, H58 1.090, H59 1.090, H60 1.090
41 H 1.33242 -3.86601 -8.07526  C31 1.090
42 H 1.92089 -2.48029 -7.07732  C31 1.090
43 H 1.11607 -2.25396 -8.59530  C31 1.090
44 H -0.97370 -3.10068 -7.59561  C32 1.090
45 H -0.53444 -1.56088 -6.88396  C32 1.090
46 H 0.26109 -2.74757 -4.83050  C33 1.090
47 H -0.31159 -4.16782 -5.60913  C33 1.090
48 H -2.71554 -3.46791 -5.55911  C34 1.090
49 H -2.25903 -1.74037 -5.37030  C34 1.090
50 H -4.28266 -3.50226 -3.26607  C36 1.090
51 H -4.05390 -1.91386 -3.92665  C36 1.090
52 H -4.28525 -2.46480 -0.94436  C37 1.090
53 H -4.14510 -0.93749 -1.88335  C37 1.090
54 H -2.05091 -2.57670 -0.69373  C38 1.090
55 H -1.92251 -0.86536 -0.83324  C38 1.090
56 H -0.42635 -2.08570 -2.66736  C39 1.090
57 H -1.61357 -0.91231 -3.35381  C39 1.090
58 H -0.78986 -4.41078 -3.01981  C40 1.090
59 H -2.40056 -4.97398 -3.64547  C40 1.090
60 H -2.23918 -4.32782 -1.96320  C40 1.090
61 C -3.61154 1.55384 -0.57634  N62 1.549, H68 1.090, H69 1.090, H70 1.090
62 N -4.00962 3.05073 -0.58511  C61 1.549, C63 1.579, C64 1.558, C65 1.587
63 C -2.76132 3.89223 -0.10909  N62 1.579, H71 1.090, H72 1.090, H73 1.090
64 C -4.24480 3.41290 -2.08167  N62 1.558, H74 1.090, H75 1.090, H76 1.090
65 C -5.36369 3.37564 0.17527  N62 1.587, C66 1.560, H77 1.090, H78 1.090
66 C -5.46962 2.90121 1.65787  C65 1.560, O67 1.386, H79 1.090, H80 1.090
67 O -5.39030 1.52312 1.78446  C66 1.386, H81 0.960
68 H -2.77749 1.47616 -1.27378  C61 1.090
69 H -4.47545 0.97607 -0.90487  C61 1.090
70 H -3.35780 1.19252 0.42024  C61 1.090
71 H -2.48544 3.48723 0.86455  C63 1.090
72 H -3.09594 4.92852 -0.15625  C63 1.090
73 H -1.88810 3.86808 -0.76100  C63 1.090
74 H -3.36112 3.04358 -2.60207  C64 1.090
75 H -4.34987 4.49224 -2.19166  C64 1.090
76 H -5.10869 2.85095 -2.43664  C64 1.090
77 H -6.18120 3.07533 -0.48015  C65 1.090
78 H -5.44364 4.45912 0.08710  C65 1.090
79 H -6.42125 3.20604 2.09326  C66 1.090
80 H -4.68097 3.26548 2.31623  C66 1.090
81 H -4.66974 1.31707 2.38440  O67 0.960
82 C 0.82415 3.59676 2.49260  N83 1.546, H89 1.090, H90 1.090, H91 1.090
83 N 0.72493 5.13907 2.43840  C82 1.546, C84 1.514, C85 1.563, C86 1.563
84 C 0.94458 5.54520 0.99608  N83 1.514, H92 1.090, H93 1.090, H94 1.090
85 C -0.74860 5.43558 2.86556  N83 1.563, H95 1.090, H96 1.090, H97 1.090
86 C 1.75826 5.84461 3.37563  N83 1.563, C87 1.585, H98 1.090, H99 1.090
87 C 1.79485 5.30018 4.86322  C86 1.585, O88 1.441, H100 1.090, H101 1.090
88 O 2.31241 3.97411 5.08858  C87 1.441, H102 0.960
89 H 1.90251 3.48951 2.60983  C82 1.090
90 H 0.54909 3.02719 1.60489  C82 1.090
91 H 0.34463 3.10297 3.33778  C82 1.090
92 H 0.55732 6.55325 0.84788  C84 1.090
93 H 0.41246 4.78185 0.42842  C84 1.090
94 H 1.99780 5.46470 0.72708  C84 1.090
95 H -0.89713 5.08887 3.88821  C85 1.090
96 H -1.47144 4.92670 2.22787  C85 1.090
97 H -0.84585 6.52033 2.82126  C85 1.090
98 H 1.41905 6.87769 3.45171  C86 1.090
99 H 2.75066 5.85849 2.92503  C86 1.090
100 H 0.87687 5.43203 5.43597  C87 1.090
101 H 2.42443 5.97248 5.44609  C87 1.090
102 H 2.22887 3.65508 5.99016  O88 0.960
103 C 1.90568 -2.48597 4.52990  N104 1.579, H110 1.090, H111 1.090, H112 1.090
104 N 2.08439 -0.94623 4.82959  C103 1.579, C105 1.552, C106 1.558, C107 1.566
105 C 1.15440 -0.65216 6.03709  N104 1.552, H113 1.090, H114 1.090, H115 1.090
106 C 3.55926 -0.77942 5.30316  N104 1.558, H116 1.090, H117 1.090, H118 1.090
107 C 1.85696 0.01666 3.61633  N104 1.566, C108 1.549, H119 1.090, H120 1.090
108 C 0.41910 -0.01474 3.04201  C107 1.549, O109 1.427, H121 1.090, H122 1.090
109 O -0.40589 0.69791 3.96343  C108 1.427, H123 0.960
110 H 2.02665 -2.94037 5.51326  C103 1.090
111 H 2.71199 -2.72487 3.83644  C103 1.090
112 H 0.85473 -2.51735 4.24249  C103 1.090
113 H 1.22682 0.42244 6.20470  C105 1.090
114 H 1.55728 -1.16623 6.90973  C105 1.090
115 H 0.13428 -0.86402 5.71680  C105 1.090
116 H 3.47560 0.18553 5.80313  C106 1.090
117 H 4.21495 -0.75464 4.43278  C106 1.090
118 H 3.88414 -1.61899 5.91771  C106 1.090
119 H 2.56954 -0.37576 2.89085  C107 1.090
120 H 2.15459 1.03184 3.87888  C107 1.090
121 H 0.02873 -1.03014 2.97363  C108 1.090
122 H 0.46735 0.40459 2.03706  C108 1.090
123 H -1.20092 0.87361 3.45484  O109 0.960
124 Br 0.12890 1.26398 -0.67019  no bonds


Below is C4H5Cl in the gas phase, with properties calculated with ωB97M-V/def2-TZVPD.

Computed properties:
Relative energy (zero: lowest compared OMol25 entry of this formula, charge and spin), kJ/mol: 47.7
HOMO-LUMO gap, eV: 10.171
Max |F|, Eh/bohr: 0.0789
LUMO level, eV: 0.84
SMILES: C=CC(=C)Cl

Each atom is followed by the atoms it is bonded to, with distances in Å.
Geometry (Å):
1 C -0.98770 -1.57572 -0.20118  C2 1.320, H6 1.060, H7 1.193
2 C -0.60722 -0.39994 0.26400  C1 1.320, C3 1.556, H8 1.078
3 C 0.73350 0.38213 0.15803  C2 1.556, C4 1.317, Cl5 1.679
4 C 0.71464 1.66574 -0.13619  C3 1.317, H9 1.081, H10 1.102
5 Cl 2.18778 -0.45682 0.19802  C3 1.679
6 H -1.88028 -2.11288 -0.00530  C1 1.060
7 H -0.21156 -2.26334 -0.79029  C1 1.193
8 H -1.23477 0.30762 0.78044  C2 1.078
9 H 1.57027 2.32486 -0.17026  C4 1.081
10 H -0.28466 2.12835 -0.09727  C4 1.102


Below is 2 unconnected molecules or ions with the total composition C6H9N2O2, with properties calculated with ωB97M-V/def2-TZVPD.

Computed properties:
Relative energy (zero: lowest compared OMol25 entry of this formula, charge and spin), kJ/mol: 73.7
HOMO-LUMO gap, eV: 8.251
Total charge: -1
Max |F|, Eh/bohr: 0.0429
LUMO level, eV: 3.68

Each atom is followed by the atoms it is bonded to, with distances in Å.
Geometry (Å):
1 C -2.06532 -1.01274 -1.86943  C2 1.546, H5 1.081, H6 1.089, H7 1.113
2 C -2.39293 -1.56061 -0.46187  C1 1.546, O3 1.267, O4 1.245
3 O -1.49401 -2.07570 0.26721  C2 1.267
4 O -3.57856 -1.40996 -0.11407  C2 1.245
5 H -1.11435 -1.23929 -2.33103  C1 1.081
6 H -2.40905 0.01998 -1.85060  C1 1.089
7 H -2.86929 -1.40210 -2.53262  C1 1.113
8 C 2.18424 2.15907 -0.20681  C11 1.502, H17 1.086, H18 1.092, H19 1.102
9 C 1.33976 -0.34514 2.18688  N12 1.362, N13 1.293, H15 1.090
10 C 0.48718 0.27658 0.31267  C11 1.373, N12 1.367, H16 1.065
11 C 1.61929 1.00711 0.57452  C8 1.502, C10 1.373, N13 1.434
12 N 0.25270 -0.53458 1.38766  C9 1.362, C10 1.367, H14 1.056
13 N 2.18840 0.55550 1.81116  C9 1.293, C11 1.434
14 H -0.33029 -1.41338 1.34187  N12 1.056
15 H 1.42774 -0.90847 3.11582  C9 1.090
16 H -0.14547 0.42149 -0.53126  C10 1.065
17 H 3.18214 2.08861 -0.62826  C8 1.086
18 H 2.25510 2.96341 0.52875  C8 1.092
19 H 1.46272 2.41022 -1.00057  C8 1.102


The lowest relative energy (zero: lowest compared OMol25 entry of this formula, charge and spin) belongs to which entry?
C4H5Cl


LUMO level of number 4 (C6H9N2O2)?
3.68 eV